[1]
ORCA calculation (ωB97M-V/def2-TZVPD) on 7 unconnected molecules or ions with the total composition C6H26Cl3N4O4 at a distorted geometry.

```
43
Properties=species:S:1:pos:R:3:forces:R:3:nbo_charge:R:1
N 1.83978 -2.68695 -3.75329 -1.404 0.301 0.496 -0.9002
H 2.53128 -3.39078 -3.50069 0.348 0.227 -0.313 0.4515
H 2.00950 -2.20917 -4.64101 0.328 -0.401 -0.079 0.4601
H 1.66368 -1.97117 -2.99102 0.182 -0.085 0.410 0.4854
H 0.93625 -3.17796 -3.81851 0.184 0.006 -0.332 0.4606
N 4.01105 -0.07591 -0.87383 -0.277 -0.528 0.044 -0.9070
H 4.77505 -0.59153 -1.32041 -0.240 -0.071 -0.143 0.4503
H 3.02100 -0.44421 -1.06913 -0.232 -0.173 -0.288 0.4803
H 4.05045 0.88321 -1.21903 0.255 0.169 0.587 0.4504
H 4.15947 -0.17392 0.13602 0.130 0.718 -0.060 0.4586
N 0.76530 1.67301 -3.19718 0.075 -0.143 0.732 -0.8829
H 1.64411 2.10927 -2.91205 -0.039 0.190 -0.228 0.4454
H 0.00825 2.25204 -2.81312 -0.062 -0.055 -0.275 0.4723
H 0.74563 0.73004 -2.74064 0.026 0.004 -0.115 0.4751
H 0.71705 1.62962 -4.21803 -0.153 0.046 0.054 0.4649
N 1.75148 -3.52473 0.53322 -0.094 -0.428 1.153 -0.8780
H 1.50466 -2.53628 0.34243 0.236 -0.340 -0.270 0.4737
H 2.51624 -3.63430 1.21461 -0.030 0.416 -0.079 0.4662
H 2.02593 -4.06409 -0.28481 -0.275 0.115 -0.198 0.4469
H 0.95264 -3.97997 1.00177 -0.063 0.037 -0.340 0.4775
C 0.23015 -0.66860 -0.54494 0.478 0.333 -0.475 -0.2704
O 1.30334 -0.90663 -1.46114 1.229 -0.110 -0.368 -1.0916
H -0.66124 -1.19657 -0.89343 -0.189 0.231 0.330 0.1920
H 0.43804 -0.93591 0.50700 0.062 -0.290 -0.135 0.1447
H 0.06762 0.41479 -0.45418 -0.471 -0.123 -0.044 0.1671
C -3.83067 0.02942 -1.11292 -0.507 0.078 -0.376 -0.2892
Cl -3.69683 -1.48832 -0.23462 0.085 -0.241 0.158 0.0152
Cl -4.10292 1.37588 0.00261 0.063 -0.110 -0.354 0.0385
Cl -5.09663 -0.07551 -2.35326 0.282 0.106 0.367 0.0615
H -2.89778 0.16929 -1.64371 0.046 0.208 0.116 0.1845
C -1.88683 0.53389 2.75006 0.544 -0.222 -0.811 -0.6227
C -1.65039 2.04013 2.84824 -0.165 -1.126 0.662 0.0628
C -2.76428 2.77667 3.58930 0.085 0.236 -0.264 -0.0936
O -2.06533 3.52310 4.59262 -0.398 0.126 -0.109 -0.4666
C -0.76226 3.21437 4.58801 0.192 -0.308 -0.523 0.9689
O 0.10711 3.74856 5.17537 0.063 0.142 0.472 -0.5348
O -0.54475 2.15871 3.73217 0.366 0.516 -0.068 -0.5259
H -2.71218 0.21817 2.11252 -0.176 0.252 0.231 0.2245
H -1.95952 0.09058 3.74078 -0.337 0.233 0.113 0.2411
H -0.99228 0.06151 2.32198 0.058 0.130 -0.080 0.1723
H -1.39005 2.54470 1.91021 -0.136 -0.270 -0.061 0.1650
H -3.48401 2.09032 4.03304 0.051 0.107 0.234 0.2027
H -3.27712 3.46520 2.91896 -0.118 0.097 0.231 0.2029
```
Forces are in eV/Å.

Output
Spin multiplicity: 1
ΔE to the lowest compared entry with this formula, charge and spin: 0.0 kJ/mol
Lowest unoccupied orbital energy: -0.373 Eh
Total charge: +3
E_HOMO: -16.11 eV

[2]
ORCA calculation (ωB97M-V/def2-TZVPD) on 7 unconnected molecules or ions with the total composition C6H26N8O7 at a distorted geometry.

```
47
Properties=species:S:1:pos:R:3:forces:R:3:nbo_charge:R:1
N -0.77420 2.86699 1.36108 4.747 1.721 -2.724 -0.8615
C -1.84799 3.11337 2.02671 -2.063 -1.344 1.750 0.7646
N -2.43456 1.93490 2.27000 -2.332 -1.859 1.152 -0.8547
O -2.27170 4.15498 2.43701 -0.400 2.035 0.168 -0.6559
H -0.22083 3.69755 1.20600 0.368 -0.393 -0.155 0.3947
H -0.39295 1.93747 1.25740 -0.058 0.252 -0.113 0.4167
H -3.16720 1.96834 2.96442 0.155 -0.314 -0.172 0.3933
H -1.90673 1.08619 2.12435 -0.370 0.078 0.245 0.3876
N 4.81265 -1.09823 1.64846 2.788 3.760 0.780 -0.8336
C 3.89028 -2.01578 1.83499 1.984 -1.193 3.430 0.7374
N 3.50057 -2.39895 0.67911 -3.378 -2.597 -4.350 -0.8192
O 3.67272 -2.59425 2.89206 -0.881 0.590 0.135 -0.6586
H 5.13094 -0.86558 0.71860 -0.056 0.110 0.494 0.3742
H 5.20008 -0.56534 2.41399 -0.091 -0.303 -0.118 0.4089
H 3.74337 -1.89122 -0.15955 -0.482 -0.480 0.185 0.3843
H 2.84627 -3.16829 0.69026 0.133 0.118 -0.583 0.4094
N -1.44305 -1.56119 -3.83608 0.087 0.139 -0.772 -0.8356
C -1.19605 -0.33899 -3.29665 -0.064 -2.173 -0.608 0.7850
N -0.04158 0.12869 -3.73777 2.439 1.072 -0.903 -0.8191
O -1.87233 0.21149 -2.47030 -1.428 0.960 1.514 -0.7114
H -2.20831 -2.18020 -3.60956 0.161 0.035 0.176 0.4416
H -0.79300 -1.79922 -4.57153 -0.663 -0.627 0.154 0.3776
H 0.41285 0.90658 -3.28119 -0.275 -0.123 -0.173 0.4111
H 0.52676 -0.53950 -4.23836 0.288 0.646 0.166 0.3814
N -3.16951 -1.78800 -1.04909 0.657 3.174 -0.668 -0.8478
C -3.11594 -3.08029 -1.20048 1.528 0.881 -1.067 0.7517
N -3.81541 -3.57526 -0.25362 -3.301 -5.133 3.860 -0.8102
O -2.45268 -3.64848 -2.03772 0.329 -1.228 -1.438 -0.6981
H -2.62430 -1.27139 -1.72435 -0.350 1.192 0.824 0.4200
H -3.57817 -1.50884 -0.16866 0.423 1.248 -0.832 0.3812
H -4.31271 -3.02014 0.42802 0.066 -0.358 -0.408 0.3845
H -4.04539 -4.55831 -0.28223 0.144 0.139 0.214 0.4004
C 0.68329 -0.50023 0.28726 -0.243 -0.368 0.498 -0.2617
O -0.52949 0.08172 0.72750 -0.238 0.001 0.834 -0.7612
H 0.64393 -0.33275 -0.78908 1.225 -0.342 -0.046 0.1752
H 1.50884 -0.11452 0.88544 0.060 0.979 -0.629 0.1896
H 0.79757 -1.53766 0.60155 -0.661 -0.478 -0.620 0.1795
H -1.21670 -0.16626 0.10472 -0.203 0.022 -0.158 0.4928
C 2.68385 2.53163 1.83093 -0.881 0.228 -0.803 -0.2409
O 3.72030 3.19616 2.46798 0.993 0.265 0.565 -0.7110
H 1.88600 2.32515 2.54431 0.107 -0.140 0.000 0.1881
H 2.29122 3.19450 1.05987 -0.494 -0.053 -0.153 0.1522
H 2.98797 1.62524 1.30742 0.186 -0.322 0.214 0.1475
H 4.12838 3.77655 1.82128 0.158 0.016 0.180 0.4653
O -2.10877 2.77498 -1.32415 -0.161 0.462 -0.153 -0.9622
H -2.19968 1.93842 -1.78036 -0.011 -0.353 -0.258 0.4851
H -1.32859 2.66801 -0.77999 0.059 0.057 0.361 0.4616
```
Forces are in eV/Å.

Output
Spin multiplicity: 1
ΔE to the lowest compared entry with this formula, charge and spin: 217.5 kJ/mol
SMILES: NC(N)=O.NC(N)=O.NC(N)=O.NC(N)=O.CO.CO.O
Lowest unoccupied orbital energy: -0.004 Eh
Total charge: 0
E_HOMO: -9.41 eV

[3]
ORCA calculation (ωB97M-V/def2-TZVPD) on 8 unconnected molecules or ions with the total composition C6H26NO8 at a distorted geometry.

```
41
Properties=species:S:1:pos:R:3:forces:R:3:nbo_charge:R:1
C 1.43550 0.40688 2.60968 -1.492 0.817 0.183 -0.0593
O 1.12759 1.39784 1.60427 1.345 0.346 -0.309 -0.7997
C 1.04531 -0.99522 2.22598 -0.401 -0.059 -1.062 -0.4393
C -0.48539 -1.11893 2.28916 -0.237 -1.718 0.405 -0.4194
C -1.24813 -0.46245 1.18738 -0.789 1.763 0.869 -0.5673
N -1.46634 -0.82181 -2.66930 0.200 -0.180 0.657 -0.8791
C -1.80901 -0.39944 -1.30406 -0.328 0.534 -0.220 -0.3123
C -1.17942 -0.79594 -0.15203 0.814 -0.270 -0.749 -0.2532
H 0.73423 0.77533 3.37448 0.607 -0.650 0.710 0.1646
H 2.46478 0.46819 2.98641 -0.058 0.384 -0.526 0.1649
H 1.32199 -1.16057 1.17075 0.178 -0.009 0.274 0.2004
H 1.60936 -1.74483 2.78249 -0.177 0.000 0.361 0.1982
H -0.82696 -2.16974 2.31622 0.814 -0.189 0.020 0.1898
H -0.80796 -0.80507 3.28921 -0.067 0.543 -0.209 0.1873
H -2.00954 0.22561 1.57043 -0.113 -0.176 -0.370 0.1647
H 0.56709 1.08343 0.87724 -0.276 -0.625 0.545 0.4989
H -2.22057 -1.43822 -2.95354 0.351 -0.209 -0.395 0.3463
H -0.61248 -1.37244 -2.61834 -0.133 -0.160 -0.157 0.3565
H -2.53639 0.40703 -1.37161 -0.149 -0.025 0.475 0.1216
H -0.34015 -1.48449 -0.34954 -0.229 -0.127 -0.138 0.1664
H 3.21522 0.63890 -1.03451 -0.339 -0.216 0.058 0.4897
H 1.89426 0.25158 -0.41866 0.011 0.058 -0.029 0.4823
O 2.60268 -0.11349 -0.96234 0.313 0.139 -0.106 -0.9758
H -0.83536 0.99346 -3.49806 -0.488 -0.375 0.209 0.5049
H -1.93395 1.94659 -3.03311 0.063 -0.239 0.032 0.4684
O -1.13761 1.91159 -3.57048 0.393 0.710 -0.155 -0.9841
H -1.53967 2.14124 0.96309 -0.008 0.001 0.183 0.4881
H -2.64565 2.00474 -0.00910 -0.014 0.113 -0.126 0.4790
O -2.14326 2.69672 0.44103 0.169 -0.241 0.031 -0.9645
H -2.04125 -3.14110 0.69685 -0.038 -0.007 0.257 0.4816
H -0.95912 -3.52446 -0.21864 0.123 -0.284 0.089 0.4775
O -1.43763 -3.88165 0.54546 -0.078 0.237 -0.461 -0.9575
H 0.14868 2.71604 -1.93589 -0.081 -0.180 -0.326 0.5051
H -0.44371 3.02192 -0.56063 0.109 0.030 -0.273 0.4961
O 0.39745 3.01515 -1.05563 -0.531 0.133 0.470 -1.0007
H 2.73104 2.68479 1.03835 0.479 -0.162 -0.117 0.4719
H 1.85590 3.12861 -0.02261 1.231 -0.005 -0.775 0.5021
O 2.83659 3.03884 0.14212 -1.167 0.135 0.584 -0.9971
H 1.60885 -3.77574 -0.95441 -0.140 0.074 -0.143 0.4697
H 1.79937 -2.46509 -1.70617 -0.368 -0.308 0.003 0.4932
O 1.26366 -3.28381 -1.71194 0.504 0.398 0.230 -0.9594
```
Forces are in eV/Å.

Output
Spin multiplicity: 1
ΔE to the lowest compared entry with this formula, charge and spin: 176.1 kJ/mol
Lowest unoccupied orbital energy: 0.114 Eh
Total charge: -1
E_HOMO: -2.12 eV